Here is 2 unconnected molecules or ions with the total composition C10H16O from the Open Molecules 2025 dataset. Energies are from the ωB97M-V functional and the def2-TZVPD basis.

Calculated values
E_LUMO in eV: 0.9
SMILES: CCc1ccc(O)cc1.CC
Kohn-Sham gap in eV: 9.235
Charge: 0
Energy above the lowest of the compared OMol25 structures with the same formula, charge and spin in kcal/mol: 31.34

Last column: natural (NBO) charge in e.
CARTESIAN COORDINATES (ANGSTROEM)
C -2.1526 0.9590 0.5065  -0.60
C -1.1881 0.2013 1.4704  -0.41
C -0.4078 -0.8091 0.6401  -0.05
C 0.9361 -0.5400 0.3597  -0.18
C 1.6759 -1.3546 -0.4832  -0.29
C 0.9836 -2.3669 -1.1514  0.29
O 1.5352 -2.9975 -2.2544  -0.68
C -0.2853 -2.7496 -0.7927  -0.27
C -0.9958 -1.9457 0.1328  -0.19
H -2.2410 1.9670 0.8872  0.21
H -3.1088 0.4456 0.4834  0.21
H -1.7564 1.0508 -0.4991  0.21
H -0.4770 0.9219 1.8631  0.20
H -1.7671 -0.2400 2.2741  0.21
H 1.3768 0.2650 0.9301  0.21
H 2.7224 -1.1329 -0.6170  0.22
H 2.4107 -2.6279 -2.4427  0.48
H -0.7969 -3.6119 -1.1853  0.23
H -1.8937 -2.4242 0.5099  0.21
C 0.4461 4.6349 1.2105  -0.62
C -0.0558 3.9314 -0.0134  -0.62
H 1.4415 4.2673 1.5086  0.21
H 0.7821 5.6616 1.0065  0.21
H -0.2319 4.5662 2.0582  0.21
H -0.1011 2.8399 0.0902  0.20
H 0.4909 4.0542 -0.9499  0.21
H -1.0657 4.1643 -0.3714  0.21